1.
Formula: C2H7N5
Source: the Open Molecules 2025 dataset
Level of theory: ωB97M-V with the def2-TZVPD basis set

Last column: natural (NBO) charge in e.
Element x y z (Å)
C 2.752 -0.243 -0.185  -0.4687
N 1.481 0.052 0.468  -0.1764
N 0.740 0.782 -0.232  -0.0549
N -0.370 1.109 0.510  -0.4111
C -1.397 0.363 0.177  0.5569
N -1.582 -0.306 -0.990  -0.8080
N -2.535 0.421 0.916  -0.8019
H 3.387 0.647 -0.234  0.2138
H 3.287 -1.001 0.398  0.2025
H 2.598 -0.635 -1.197  0.1967
H -2.176 -1.120 -0.951  0.3783
H -0.701 -0.500 -1.453  0.3953
H -2.386 0.849 1.823  0.4001
H -3.097 -0.416 0.949  0.3775

The calculation puts the energy above the lowest of the compared OMol25 structures with the same formula, charge and spin at 179.7 kJ/mol. The HOMO-LUMO gap is 0.3438 hartree. As for the multiplicity: 1. Its max |F| is 2.48 eV/A. As for the SMILES: C/N=N/N=C(N)N.



2.
Formula: C2H7N5
Source: the Open Molecules 2025 dataset
Level of theory: ωB97M-V with the def2-TZVPD basis set

Last column: natural (NBO) charge in e.
Element x y z (Å)
C 0.012 1.364 0.054  -0.4549
N 0.616 0.069 -0.195  -0.1271
N -0.606 -1.085 0.191  -0.5341
C 1.693 -0.356 -0.791  0.3622
N 2.595 0.418 -1.250  -0.2875
N 3.080 1.481 -1.237  0.2692
N 3.675 2.384 -1.331  0.2709
H 0.488 2.227 -0.260  0.2859
H -0.916 1.410 -0.370  0.2392
H -0.168 1.377 1.170  0.2656
H -0.444 -1.811 -0.471  0.4490
H -1.428 -0.603 -0.104  0.4661
H -0.471 -1.537 1.159  0.5045
H 1.966 -1.509 -0.756  0.2910

The calculation puts the energy above the lowest of the compared OMol25 structures with the same formula, charge and spin at 260.5 kJ/mol. Its charge is +2. The HOMO-LUMO gap is 0.3500 hartree. As for the multiplicity: 1. Its max |F| is 6.23 eV/A. As for the SMILES: CN([NH3+])/C=N\[N+]#N.



Look up the max |F| of the first one. 2.48 eV/A



Which formula does entry 1 have? C2H7N5



Which of these has the highest max |F|? number 2